1.
{
  "formula": "C36H49As2Cl3CsGeN7O11PSe",
  "method": "ωB97M-V with the def2-TZVPD basis set",
  "symbols": ["As", "H", "H", "H", "O", "H", "H", "H", "H", "N", "H", "P", "C", "H", "C", "C", "C", "H", "C", "H", "C", "C", "Cs", "C", "C", "H", "O", "H", "H", "C", "Cl", "H", "C", "Ge", "H", "H", "O", "C", "H", "H", "C", "C", "C", "C", "H", "C", "C", "C", "H", "C", "C", "H", "N", "H", "C", "Se", "C", "H", "C", "H", "H", "O", "H", "H", "C", "O", "H", "H", "C", "H", "O", "O", "H", "C", "H", "N", "H", "N", "H", "C", "H", "C", "N", "H", "H", "C", "H", "Cl", "O", "H", "C", "O", "H", "H", "H", "H", "C", "H", "H", "N", "H", "N", "C", "H", "As", "C", "C", "O", "Cl", "C", "H", "O"],
  "positions_angstrom": [[0.9763, -5.9327, -0.7629], [2.8476, -1.4013, 2.9303], [-2.5759, -0.8810, -4.0801], [4.1286, -1.9032, -0.4140], [3.9278, -6.0280, -2.9815], [2.0424, -1.0776, -5.1255], [2.7006, 0.2728, -4.1824], [-1.7533, 0.3132, 2.6936], [3.2267, -0.7788, 0.6376], [2.1008, 0.2592, 4.0634], [-2.0692, 4.7267, 3.3748], [-1.0315, 4.0525, 1.2422], [4.8323, -5.1954, -2.2544], [-3.0653, 2.2623, -1.0995], [-4.4711, 0.3947, 1.2077], [-2.1346, 3.8760, 2.6917], [3.6580, 2.3900, 2.5667], [4.4737, -4.9716, -1.2502], [1.9948, -0.8063, 3.2079], [5.0074, -4.2678, -2.7974], [2.6108, -5.7258, -3.0566], [2.6715, -3.9206, 1.2798], [0.8809, 1.4245, -0.7067], [-5.4701, 1.0683, 0.3249], [-1.5283, 5.6731, 0.5475], [0.0691, 5.5914, -0.9110], [0.1012, 0.2046, -2.9152], [2.9453, -5.1948, 4.2248], [5.7593, -5.7613, -2.1947], [-2.9757, 7.5997, 0.3509], [-1.7926, 4.0802, -5.3252], [-5.3509, -1.6009, 1.7143], [3.3022, -1.2015, -0.3652], [-0.6874, 2.4455, -4.1433], [1.2684, 4.8132, 1.2861], [-3.2360, 6.0483, 1.8000], [-3.8645, 0.4204, -2.6572], [2.7393, -2.8399, -3.3409], [0.1962, -1.5744, 2.1985], [3.9803, -5.6235, 2.8291], [-1.1183, 7.3493, -1.1476], [-3.0169, 1.2640, -2.9541], [-0.4829, -0.6757, -3.6276], [3.3964, -4.8352, 3.3045], [3.4664, -0.3852, -1.0665], [0.8795, 0.8260, 4.1696], [0.6827, -0.8620, 2.8483], [-0.7771, 6.1578, -0.5283], [2.0799, -7.1014, 1.1907], [-2.9992, 2.5617, -2.1484], [1.4749, -3.4545, 0.5422], [-2.2165, -2.8446, 2.6105], [-2.1018, 1.1493, -3.9313], [-3.1678, -2.4976, -0.6632], [-3.3585, -1.0432, 2.4753], [4.3903, 2.8444, 4.1663], [-2.2205, 8.0744, -0.7101], [4.0505, -3.9876, 3.5068], [2.8439, -0.7663, -4.4601], [-2.4946, 8.9996, -1.2023], [1.4354, 2.7486, 4.9009], [3.8279, -3.8221, 0.9430], [2.8184, -7.5636, -0.3491], [0.9726, 3.6401, 2.5509], [-1.7646, -0.2052, -4.3450], [-1.2413, -2.6511, 0.1357], [-3.5988, -2.7649, 3.7109], [-1.8399, 2.9663, 3.2151], [0.6285, 2.0232, 5.0188], [-3.8410, 8.1550, 0.6933], [1.9045, -6.3848, -3.7672], [2.7497, -1.5163, -3.2359], [0.5779, 1.7453, 6.0741], [-4.5477, -0.8868, 1.7954], [0.4258, 5.3269, 2.7698], [-3.3186, 0.9790, 1.5034], [-2.3643, -0.9827, -0.1743], [-0.0103, 0.1677, 3.4558], [-3.1615, 3.7233, 2.3617], [2.4785, -6.7184, 0.2509], [-0.5287, 7.6958, -1.9870], [2.1874, -3.4542, -2.0852], [-2.6601, 0.0887, 2.2739], [-3.9002, 3.1302, -2.3833], [3.3232, -6.0648, 0.4418], [0.5510, 4.5141, 2.0514], [-5.3831, 2.1517, 0.4169], [1.3351, 4.0213, -2.6438], [3.1090, -3.4563, -4.3104], [-1.2322, 3.4922, -1.5448], [2.0622, -4.7811, -2.0225], [-0.1384, -1.8532, -3.7744], [-2.1339, -1.8226, 4.0454], [3.8165, -0.9298, -4.9224], [-1.5991, -0.2558, -5.4186], [-5.2945, 0.8005, -0.7194], [-0.7818, -3.7685, -0.4349], [2.9559, 0.7165, 4.3727], [-1.9606, 4.2490, -2.7974], [3.1196, 2.0657, 1.5907], [-1.8599, -1.8336, -1.6714], [-1.7868, 3.3423, -2.3816], [-2.7964, -2.1832, 3.2580], [-6.4854, 0.7756, 0.5978], [1.5734, -2.0293, -0.8125], [0.4760, -4.2904, 0.2029], [-2.6312, 6.4068, 0.9765], [2.3082, -4.4410, 2.4692], [0.3634, 1.5459, -6.0271], [-2.2303, -1.9466, -0.6546], [-0.3181, 2.4786, 4.7394], [-1.3366, -4.3474, -1.3359]],
  "forces_ev_per_angstrom": [[0.0, 0.0, 0.0], [0.0, 0.0, 0.0], [0.0, 0.0, 0.0], [0.0, 0.0, 0.0], [0.0, 0.0, 0.0], [0.0, 0.0, 0.0], [0.0, 0.0, 0.0], [0.0, 0.0, 0.0], [0.0, 0.0, 0.0], [-0.1, 0.0, 0.1], [0.0, 0.0, 0.0], [0.0, -0.1, -0.1], [0.0, 0.0, 0.0], [0.0, 0.0, 0.0], [0.0, 0.0, 0.0], [0.0, 0.0, 0.0], [-0.1, 0.0, 0.0], [0.0, 0.0, 0.0], [0.0, 0.0, 0.0], [0.0, 0.0, 0.0], [-0.1, -0.1, 0.1], [-0.1, -0.1, 0.0], [0.3, 0.4, 0.7], [0.0, 0.0, 0.0], [0.0, 0.0, 0.0], [0.0, 0.0, 0.0], [0.0, -0.2, -0.5], [0.0, 0.0, 0.0], [0.0, 0.0, 0.0], [0.0, 0.0, 0.0], [-0.1, 0.0, 0.0], [0.0, 0.0, 0.0], [0.0, 0.0, 0.0], [0.1, -0.1, 0.1], [0.0, 0.0, 0.0], [0.0, 0.0, 0.0], [0.1, 0.0, 0.1], [0.0, 0.0, 0.0], [0.0, 0.0, 0.0], [0.0, 0.0, 0.0], [0.0, 0.0, 0.0], [-0.2, 0.1, -0.1], [0.0, 0.0, 0.0], [0.0, 0.0, 0.0], [0.0, 0.0, 0.0], [0.0, 0.0, 0.0], [0.0, 0.0, 0.0], [0.0, 0.0, 0.0], [0.0, 0.0, 0.0], [0.1, 0.0, 0.1], [0.0, 0.0, 0.0], [0.0, 0.0, 0.0], [0.0, 0.0, 0.0], [0.0, 0.0, 0.0], [0.0, 0.0, 0.0], [0.1, 0.0, 0.1], [0.0, 0.0, 0.0], [0.0, 0.0, 0.0], [0.0, 0.0, 0.0], [0.0, 0.0, 0.0], [0.0, 0.0, 0.0], [0.0, 0.0, 0.0], [0.0, 0.0, 0.0], [0.0, 0.0, 0.0], [0.0, 0.0, 0.0], [0.0, 0.0, 0.0], [0.0, 0.0, 0.0], [0.0, 0.0, 0.0], [0.0, 0.0, 0.0], [0.0, 0.0, 0.0], [0.0, 0.0, -0.1], [0.0, 0.0, 0.0], [0.0, 0.0, 0.0], [0.0, 0.0, 0.0], [0.0, 0.0, 0.0], [0.0, 0.0, 0.1], [0.0, 0.0, 0.0], [0.0, 0.0, 0.0], [0.0, 0.0, 0.0], [0.0, 0.0, 0.0], [0.0, 0.0, 0.0], [0.0, 0.0, 0.0], [-0.1, 0.0, 0.0], [0.0, 0.0, 0.0], [0.0, 0.0, 0.0], [0.0, 0.0, 0.0], [0.0, 0.0, 0.0], [-0.1, 0.0, 0.0], [0.0, 0.0, 0.0], [0.0, -0.1, -0.1], [0.0, 0.0, 0.0], [0.0, 0.0, 0.0], [0.0, 0.0, 0.0], [0.0, 0.0, 0.0], [0.0, 0.0, 0.0], [0.0, 0.0, 0.0], [0.0, -0.1, 0.0], [0.0, 0.0, 0.0], [0.0, 0.1, 0.0], [0.0, 0.0, -0.1], [0.0, 0.0, 0.0], [-0.1, 0.0, -0.1], [0.0, 0.0, 0.0], [0.0, 0.0, 0.0], [0.0, 0.0, -0.1], [0.1, 0.0, 0.0], [0.0, 0.0, 0.0], [0.0, 0.0, 0.0], [0.0, 0.0, 0.0], [0.0, 0.0, 0.0], [0.0, 0.0, 0.0], [0.0, 0.0, 0.0]],
  "total_charge": -2,
  "multiplicity": 2,
  "total_energy_ha": -13304.39915,
  "orbital_gap_ev": [5.1, 6.7],
  "e_lumo_ev": [2.93, 2.93],
  "relative_energy_ev": 0.000
}

=====

2.
{
  "formula": "C25H18ClF10IrN3O3",
  "method": "ωB97M-V with the def2-TZVPD basis set",
  "symbols": ["H", "F", "O", "C", "H", "H", "H", "H", "C", "H", "C", "F", "C", "C", "C", "H", "C", "N", "C", "C", "C", "C", "H", "O", "C", "F", "C", "Cl", "C", "O", "H", "H", "C", "F", "F", "F", "C", "F", "H", "H", "H", "C", "Ir", "C", "C", "H", "H", "H", "N", "H", "F", "H", "C", "N", "C", "C", "C", "F", "C", "F", "C"],
  "positions_angstrom": [[-0.0954, 3.1868, 1.3577], [-2.6528, 2.5129, 5.7042], [-1.5465, -0.9626, -0.6079], [1.8279, 2.3592, -0.7570], [-3.0775, 0.8388, -1.2207], [1.8401, 2.8348, 0.2209], [2.6523, 1.6548, -0.8135], [-1.4648, 2.1331, -1.1654], [3.0632, -2.5495, -2.0098], [2.4855, 0.3040, -2.5710], [-1.5939, -0.6728, 4.4063], [3.4278, -1.8337, -3.1053], [-5.7042, -1.3948, -2.9248], [-3.6510, -1.1474, -1.6636], [-4.6215, -1.9755, -2.2576], [-0.5366, 0.6703, -2.4298], [-1.3588, 1.0112, 2.6238], [0.5504, 1.6373, -0.9343], [-1.8490, 1.9308, 3.5747], [-0.8848, 2.6171, 0.8501], [-4.8976, 0.8077, -2.3699], [1.8100, 0.2377, 1.4184], [-0.3826, 3.5397, -1.0727], [-2.4752, -2.9790, -0.7385], [-1.2437, -0.3010, 3.1289], [4.6901, -4.1027, -2.6907], [-2.4642, -1.7497, -0.9551], [2.0501, 1.7211, 2.4827], [-5.8366, -0.0208, -2.9771], [-4.5376, -3.3091, -2.2061], [-5.0161, 1.8830, -2.3929], [-1.8139, 3.1789, 0.9740], [3.7423, -3.7376, -1.8126], [-2.4341, -0.0822, 6.5506], [-1.4534, -1.9458, 4.7929], [0.8862, -2.5926, 0.8571], [1.4744, -0.0968, -2.4367], [2.2279, -4.8556, 1.2480], [-6.4331, -2.0494, -3.3841], [-6.6879, 0.4116, -3.4892], [1.9220, 3.1109, -1.5458], [1.8289, -2.9337, -0.0405], [0.2086, 0.0223, 0.2143], [-2.0866, 0.2655, 5.2988], [2.0587, -2.0729, -1.1379], [1.2349, -0.6360, -3.3602], [-3.7116, -3.4824, -1.6509], [0.6556, 1.8420, -3.0543], [-0.9934, 1.2512, 1.3541], [2.7753, 0.1022, 0.9267], [-1.9953, 3.2418, 3.2606], [1.6927, -0.5538, 2.1658], [-2.2006, 1.5710, 4.8621], [1.3422, -0.9442, -1.2548], [-3.8186, 0.2307, -1.7246], [-0.6001, 2.5535, -0.6513], [0.4776, 1.0547, -2.3136], [4.1589, -5.6812, -0.5137], [3.4816, -4.5374, -0.7183], [-0.7355, -1.2539, 2.3148], [2.5113, -4.1093, 0.1742]],
  "forces_ev_per_angstrom": [[0.0, 0.0, 0.0], [0.0, 0.0, 0.0], [0.0, 0.5, -0.2], [-0.1, 0.0, 0.1], [0.0, 0.0, 0.0], [0.0, 0.0, -0.1], [0.0, 0.0, 0.0], [0.0, 0.0, 0.0], [0.0, 0.0, 0.0], [0.0, 0.0, 0.0], [0.0, 0.0, 0.0], [0.0, 0.0, 0.0], [0.0, 0.0, 0.0], [-0.1, -0.1, -0.1], [0.0, 0.2, 0.0], [0.0, 0.0, 0.0], [0.1, 0.0, 0.2], [-0.2, -0.1, -0.1], [0.0, 0.0, 0.0], [0.0, 0.0, -0.2], [0.0, 0.0, 0.0], [0.0, 0.0, -0.1], [0.0, 0.0, 0.1], [0.0, 0.0, -0.2], [0.0, 0.1, 0.1], [0.0, 0.0, 0.0], [-0.1, -0.2, 0.2], [-0.1, 0.0, 0.0], [0.0, 0.0, 0.0], [0.3, -0.1, 0.1], [0.0, 0.0, 0.0], [0.0, 0.0, 0.0], [0.0, 0.0, 0.1], [0.0, 0.0, 0.0], [0.0, 0.0, 0.0], [0.0, -0.1, 0.0], [-0.1, 0.1, 0.0], [0.0, 0.0, 0.0], [0.0, 0.0, 0.0], [0.0, 0.0, 0.0], [0.0, 0.0, 0.0], [0.1, -0.1, 0.0], [0.3, -0.4, 0.6], [0.0, 0.0, -0.1], [0.1, -0.1, 0.0], [0.0, 0.0, 0.0], [-0.2, 0.0, 0.0], [0.1, 0.0, 0.0], [0.1, 0.3, -0.5], [0.0, 0.1, 0.0], [0.0, 0.0, 0.0], [0.1, 0.0, -0.1], [0.0, -0.1, 0.0], [-0.1, 0.5, -0.1], [0.1, 0.0, 0.0], [0.0, -0.2, 0.1], [0.0, -0.1, 0.1], [0.0, 0.0, 0.0], [0.0, 0.1, 0.0], [-0.1, -0.1, 0.0], [0.0, 0.0, 0.0]],
  "total_charge": -1,
  "multiplicity": 1,
  "total_energy_ha": -2916.67727,
  "orbital_gap_ev": 6.6,
  "e_lumo_ev": 2.19,
  "relative_energy_ev": 0.436
}